Entry 1:
11
Properties=species:S:1:pos:R:3:forces:R:3 method="wB97M-V/def2-TZVPD" homo_lumo_gap_ev=9.64 charge=0 homo_energy_ha=-0.3129
N 0.1458 0.0518 -0.4068 0.7 -1.0 0.3
N 2.3317 -0.2930 -1.3930 -1.2 0.4 -1.5
C -2.0013 0.2036 0.8923 3.0 -0.1 0.2
C -0.6036 0.1383 0.7880 -1.3 1.2 1.3
C 1.5454 -0.3045 -0.3932 -0.7 0.8 -1.4
H -2.6319 0.1642 -0.0144 0.4 -0.1 0.7
H -2.4506 0.3464 1.9052 0.4 -0.1 -1.2
H -0.3565 -0.1449 -1.2962 0.6 0.3 1.1
H 1.8478 0.0108 -2.3039 0.7 -0.6 1.6
H 0.1016 0.3840 1.7058 -1.7 -0.9 -1.9
H 2.0717 -0.5567 0.5161 -0.8 0.0 0.8

Entry 2:
11
Properties=species:S:1:pos:R:3:forces:R:3 method="wB97M-V/def2-TZVPD" homo_lumo_gap_ev=9.70 charge=0 smiles="[H]/N=N/C(=C)C" homo_energy_ha=-0.3351
N -1.9310 0.4413 0.0353 -1.1 -0.2 -0.9
N -1.3276 -0.6100 -0.1692 2.6 0.8 -0.4
C 0.9204 -1.4122 0.2623 -3.3 0.8 -1.2
C 0.1903 -0.3261 -0.0018 -1.2 0.3 0.9
C 0.5884 1.1243 -0.1237 1.0 0.4 0.5
H 1.8496 -1.6141 0.6394 2.4 0.3 0.5
H 0.3219 -2.2423 -0.0029 -0.4 -1.4 0.4
H 1.2685 1.4085 0.7196 -0.8 -0.2 -0.3
H 1.3432 1.0918 -0.9661 -1.3 0.8 0.4
H -0.3106 1.8648 -0.1339 2.0 -1.5 -0.5
H -2.9132 0.2741 -0.2592 0.1 -0.1 0.8

Entry 3:
11
Properties=species:S:1:pos:R:3:forces:R:3 method="wB97M-V/def2-TZVPD" spin_multiplicity=3 homo_lumo_gap_ev="8.73 / 9.38" charge=0 s_squared=2.0077 homo_energy_ha="-0.2749 / -0.3566"
N -1.4927 -0.3060 -0.6996 1.5 0.3 0.1
N -1.6761 -0.1756 0.8089 -0.4 3.1 -1.9
C 0.8456 0.8129 0.0406 -2.4 -1.9 0.4
C -0.7534 0.6459 0.0511 0.2 -0.3 0.7
C 1.4079 -0.5866 0.0122 0.2 -1.4 0.0
H 0.9704 1.2314 -0.9095 0.5 0.8 -1.5
H 1.4052 -1.2024 0.9680 0.2 0.8 -1.5
H -1.2223 -0.9130 1.2720 0.9 -1.7 0.2
H 1.4506 -1.1349 -0.9961 0.0 0.9 1.9
H -2.2144 0.1180 -1.3099 -0.1 -0.3 1.3
H 1.2791 1.5102 0.7624 -0.5 -0.4 0.3

Entry 4:
12
Properties=species:S:1:pos:R:3:forces:R:3 method="wB97M-V/def2-TZVPD" homo_lumo_gap_ev=9.76 charge=0 smiles=c1c[nH]cn1.O homo_energy_ha=-0.3269
O -2.8459 -4.0699 -3.7888 0.0 -0.4 -0.6
N 0.3293 0.6684 -0.0321 0.5 0.9 0.2
N 1.6878 1.1031 1.6698 0.3 -1.0 -0.1
C 0.5147 1.7628 1.9497 -0.1 0.1 -0.5
C 1.5075 0.4389 0.5088 -0.5 -0.3 -0.9
C -0.2591 1.5742 0.8239 0.0 -0.2 0.8
H 2.2209 -0.2471 0.0707 0.2 0.3 0.2
H -3.5441 -4.2256 -3.1508 0.1 0.2 0.2
H -2.2559 -3.3896 -3.4651 -0.1 0.1 0.3
H -1.1672 2.1117 0.6002 -0.3 -0.5 0.0
H 0.2688 2.0626 2.9564 0.2 0.7 -0.3
H 2.5971 1.1369 2.0970 -0.3 0.1 0.6

Entry 5:
12
Properties=species:S:1:pos:R:3:forces:R:3 method="wB97M-V/def2-TZVPD" homo_lumo_gap_ev=11.25 charge=0 homo_energy_ha=-0.3882
O 1.7203 0.5749 -0.9896 0.1 -0.2 0.0
N -1.0118 0.3071 1.8086 -0.4 0.2 -1.6
N -0.4168 -1.3239 -0.2017 -0.1 -0.1 0.1
C -1.8544 0.8195 1.1394 0.1 0.0 0.7
C 0.0250 -0.2188 0.5215 0.2 0.0 0.0
C 0.4824 0.9149 -0.4116 -0.3 0.1 0.3
H -1.1640 -1.1639 -0.8667 0.1 0.1 0.2
H 1.6113 -0.2172 -1.5308 -0.1 0.1 0.1
H -0.2708 1.1378 -1.1858 0.0 -0.2 0.3
H 0.6486 1.8192 0.1707 0.0 0.0 0.0
H 0.8109 -0.4886 1.2083 0.3 -0.1 -0.1
H -0.5806 -2.1611 0.3377 0.0 0.0 0.0

Entry 6:
12
Properties=species:S:1:pos:R:3:forces:R:3 method="wB97M-V/def2-TZVPD" homo_lumo_gap_ev=10.12 charge=0 smiles="[H]/N=C/N(C)C=O" homo_energy_ha=-0.3407
O -0.2348 1.7350 1.4457 0.5 -0.2 -0.4
N -1.9179 0.1611 -0.3987 -0.2 -0.3 -0.4
N 0.2390 -0.0023 -0.0713 -0.3 0.1 0.1
C -0.1819 1.3477 0.3131 0.5 0.3 0.4
C -0.8927 -0.5961 -0.5365 -0.1 0.2 0.0
C 1.4841 -0.6132 0.3528 0.1 0.0 0.1
H 2.3306 -0.1851 -0.1980 -0.2 0.0 0.1
H 1.6435 -0.4578 1.4240 0.0 0.0 -0.1
H -0.3636 1.9784 -0.5703 0.0 0.0 0.2
H -0.8464 -1.6002 -0.9806 0.1 0.3 0.0
H 1.4731 -1.6908 0.1543 -0.2 0.2 0.0
H -2.7329 -0.0769 -0.9346 -0.3 -0.5 -0.1

Entry 7:
12
Properties=species:S:1:pos:R:3:forces:R:3 method="wB97M-V/def2-TZVPD" homo_lumo_gap_ev=8.21 charge=0 homo_energy_ha=-0.3069
O 0.5853 -1.3860 -1.9541 0.2 0.4 0.6
N 0.0944 -0.4183 0.2028 0.4 0.0 0.5
N -0.4442 -1.1959 1.2261 -0.5 0.0 -0.4
C 0.0003 0.8737 0.1198 0.2 -0.6 -0.9
C -0.7641 1.9422 0.2000 0.2 0.2 0.2
C 1.0185 -0.7704 -0.9858 -0.7 -0.7 -0.1
H -1.8444 1.8455 0.1740 0.1 -0.1 0.2
H 1.0790 0.6338 -0.9720 0.0 0.4 0.2
H 0.0386 -2.0884 1.2443 0.0 0.1 -0.1
H -0.3374 2.9345 0.2461 0.0 -0.1 -0.1
H 2.0018 -1.0061 -0.5286 0.0 0.5 -0.1
H -1.4277 -1.3645 1.0273 0.1 -0.1 0.1

Entry 8:
12
Properties=species:S:1:pos:R:3:forces:R:3 method="wB97M-V/def2-TZVPD" homo_lumo_gap_ev=10.10 charge=0 smiles="C/N=C/NC=O" homo_energy_ha=-0.3362
O -2.5232 0.2545 -2.3296 -0.4 -0.2 -0.1
N -0.6456 0.3938 -1.1070 0.3 -0.3 -1.0
N 1.0858 0.5020 0.3159 -1.2 0.6 0.3
C 0.2279 -0.2121 -0.2568 0.1 0.1 0.2
C -1.7277 -0.2686 -1.5931 -0.3 0.1 -0.6
C 1.3924 0.1764 1.6728 0.6 -0.2 0.2
H 2.4548 0.3472 1.7129 0.5 -0.3 1.0
H 0.8776 0.9006 2.3493 0.4 -0.4 -0.5
H -1.8106 -1.3236 -1.2361 0.0 0.5 -0.1
H -0.4602 1.3678 -1.3417 -0.3 -0.3 0.1
H 0.0632 -1.2993 -0.1624 -0.1 0.3 0.6
H 1.0656 -0.8387 1.9758 0.4 0.2 -0.1

Energy relative to the best compared isomer or geometry (same formula, charge and spin) in kcal/mol, matching the order above: 37.3; 70.1; 34.8; 28.9; 72.8; 43.6; 145.0; 37.5
Max |F| in eV/Å, matching the order above: 3.05; 3.62; 3.71; 1.08; 1.64; 0.68; 1.09; 1.39